# 1
C24H17F3N4O2S in the gas phase in a non-equilibrium geometry. Source: the OMol25 dataset; level of theory: wB97M-V/def2-TZVPD.

As for the net charge: 0. As for the orbital gap: 8.28 eV. For the LUMO energy, the calculation gives -0.61 eV. The SMILES is Cc1ccc(C(=O)Nc2cccc(C(F)(F)F)c2)cc1NC(=O)c1csc(-c2ccncc2)n1. The spin multiplicity is 1.

Element x y z (Å)
1 C 2.18 4.39 0.41
2 C 0.87 3.73 0.14
3 C -0.26 4.49 -0.13
4 C -1.47 3.91 -0.44
5 C -1.60 2.52 -0.48
6 C -0.48 1.74 -0.20
7 C 0.74 2.33 0.12
8 N 1.83 1.48 0.37
9 C 2.64 1.50 1.46
10 O 2.57 2.30 2.38
11 C 3.64 0.41 1.42
12 C 4.62 0.22 2.36
13 S 5.58 -1.14 1.97
14 C 4.58 -1.38 0.54
15 N 3.64 -0.50 0.42
16 C 4.82 -2.46 -0.39
17 C 5.84 -3.38 -0.18
18 C 6.01 -4.39 -1.11
19 N 5.26 -4.53 -2.19
20 C 4.28 -3.66 -2.38
21 C 4.02 -2.61 -1.52
22 H 3.22 -1.91 -1.71
23 H 3.69 -3.81 -3.27
24 H 6.80 -5.13 -1.00
25 H 6.49 -3.31 0.68
26 H 4.81 0.82 3.23
27 H 1.91 0.65 -0.20
28 H -0.53 0.66 -0.27
29 C -2.92 1.94 -0.84
30 O -3.67 2.48 -1.63
31 N -3.20 0.77 -0.19
32 C -4.33 -0.04 -0.29
33 C -4.41 -1.15 0.54
34 C -5.51 -1.99 0.47
35 C -6.54 -1.74 -0.41
36 C -6.46 -0.63 -1.24
37 C -5.37 0.22 -1.18
38 H -5.31 1.08 -1.83
39 H -7.26 -0.42 -1.93
40 H -7.40 -2.40 -0.46
41 C -5.55 -3.17 1.40
42 F -5.69 -2.80 2.69
43 F -4.41 -3.89 1.35
44 F -6.55 -4.02 1.14
45 H -3.61 -1.37 1.24
46 H -2.53 0.47 0.50
47 H -2.34 4.51 -0.67
48 H -0.18 5.57 -0.12
49 H 2.97 3.91 -0.17
50 H 2.44 4.28 1.46
51 H 2.14 5.44 0.15

=====

# 2
A molecular structure, C24H17F5N3O5Ru in a non-equilibrium geometry. Source: the OMol25 dataset; level of theory: wB97M-V/def2-TZVPD.

As for the net charge: 0. As for the orbital gap (spin up / spin down): 8.14 / 7.37 eV. For the LUMO energy (spin up / spin down), the calculation gives -0.44 / -1.07 eV. The spin multiplicity is 2.

Element x y z (Å)
1 Ru 0.13 0.09 -0.35
2 O 0.53 3.64 1.24
3 C 0.83 2.47 1.27
4 O 1.07 1.78 0.16
5 C 0.98 1.74 2.61
6 C 1.93 0.55 2.50
7 C 2.33 -0.01 3.86
8 C 1.01 -0.70 4.31
9 C 0.11 -0.44 3.11
10 O 1.03 -0.48 2.00
11 C -0.34 1.04 3.07
12 C -1.51 1.21 2.11
13 O -2.52 1.78 2.45
14 O -1.37 0.65 0.93
15 H 1.33 2.48 3.33
16 H 2.74 0.71 1.79
17 H 3.13 -0.73 3.76
18 H 2.66 0.78 4.54
19 H 1.16 -1.76 4.47
20 H 0.60 -0.26 5.22
21 H -0.69 -1.16 2.95
22 H -0.70 1.38 4.04
23 N -0.48 -3.13 -1.21
24 C 0.79 -2.87 -0.75
25 C 1.66 -3.97 -0.68
26 C 2.96 -3.78 -0.30
27 C 3.39 -2.48 -0.01
28 C 2.48 -1.47 -0.08
29 N 1.18 -1.65 -0.41
30 C -1.52 -2.27 -1.52
31 C -2.54 -2.76 -2.34
32 C -3.60 -1.94 -2.64
33 C -3.63 -0.66 -2.11
34 C -2.59 -0.25 -1.31
35 N -1.53 -1.04 -1.01
36 H -0.61 -4.07 -1.55
37 H 1.29 -4.95 -0.94
38 H 3.65 -4.61 -0.26
39 H 4.42 -2.27 0.26
40 H 2.76 -0.45 0.12
41 H -2.47 -3.77 -2.74
42 H -4.40 -2.30 -3.28
43 H -4.45 0.02 -2.31
44 H -2.57 0.73 -0.86
45 F -0.79 2.32 -2.03
46 C -0.03 1.56 -2.84
47 C 0.53 0.38 -2.35
48 C 1.23 -0.35 -3.29
49 F 1.82 -1.54 -3.00
50 C 1.39 0.05 -4.61
51 F 2.08 -0.71 -5.47
52 C 0.82 1.23 -5.04
53 F 0.96 1.62 -6.31
54 C 0.10 2.00 -4.15
55 F -0.47 3.13 -4.56

=====

# 3
A molecular structure, C24H17MoN6O6S2 in a non-equilibrium geometry. Source: the OMol25 dataset; level of theory: wB97M-V/def2-TZVPD.

As for the net charge: +3. As for the orbital gap (spin up / spin down): 3.88 / 3.87 eV. For the LUMO energy (spin up / spin down), the calculation gives -11.80 / -11.80 eV. The spin multiplicity is 1.

Element x y z (Å)
1 Mo 12.80 5.80 10.97
2 C 14.28 8.12 16.15
3 C 15.37 7.29 15.89
4 N 15.71 6.96 14.63
5 C 14.93 7.24 13.51
6 C 13.74 7.96 13.94
7 N 13.44 8.35 15.14
8 C 15.70 7.05 12.10
9 C 17.08 7.02 11.91
10 C 17.64 6.64 10.70
11 C 16.87 6.35 9.59
12 C 15.52 6.30 9.84
13 N 14.92 6.57 11.05
14 C 14.67 5.50 8.83
15 C 15.01 5.33 7.49
16 N 14.23 4.74 6.62
17 C 13.07 4.24 7.05
18 C 12.67 4.50 8.31
19 N 13.41 5.20 9.20
20 C 19.08 6.38 10.71
21 C 19.84 7.24 9.98
22 C 21.16 7.30 10.35
23 N 21.75 6.46 11.20
24 C 20.92 5.71 12.01
25 C 19.58 5.65 11.80
26 H 14.09 8.54 17.13
27 H 16.12 7.02 16.60
28 H 13.07 8.17 13.07
29 H 17.79 7.31 12.68
30 H 17.22 6.03 8.59
31 H 15.92 5.89 7.13
32 H 12.50 3.64 6.40
33 H 11.74 4.13 8.72
34 H 19.31 7.95 9.32
35 H 21.78 7.96 9.80
36 H 21.47 5.15 12.78
37 H 18.89 5.07 12.46
38 O 5.81 7.54 10.63
39 S 7.20 7.22 10.64
40 O 7.90 6.54 9.63
41 O 12.86 4.79 12.23
42 C 8.25 8.22 11.65
43 C 7.72 9.32 12.34
44 C 8.42 10.46 12.81
45 C 9.72 10.33 12.53
46 C 10.35 9.34 11.74
47 C 9.61 8.25 11.34
48 S 10.40 7.10 10.10
49 O 10.44 7.70 8.81
50 O 12.32 7.49 10.80
51 O 10.74 5.67 10.06
52 H 6.58 9.33 12.48
53 H 7.85 11.30 13.16
54 H 10.40 11.15 12.87
55 H 11.28 9.72 11.33
56 H 16.72 6.57 14.62

=====

# 4
A molecular structure, C24H17N5O2PtS in a non-equilibrium geometry. Source: the OMol25 dataset; level of theory: wB97M-V/def2-TZVPD.

As for the net charge: 0. As for the orbital gap (spin up / spin down): 4.32 / 6.22 eV. For the LUMO energy (spin up / spin down), the calculation gives -0.75 / -1.18 eV. The value obtained for the energy above the lowest of the compared OMol25 structures with the same formula, charge and spin is 192.2 kJ/mol. The spin multiplicity is 3.

Element x y z (Å)
1 Pt -0.19 0.25 0.03
2 S -4.20 -1.09 1.57
3 C -3.27 -2.54 1.23
4 C -3.68 -3.85 1.24
5 C -2.76 -4.82 0.87
6 C -1.45 -4.49 0.54
7 C -1.04 -3.18 0.52
8 C -1.96 -2.18 0.85
9 N -1.73 -0.85 0.81
10 C -2.79 -0.13 1.15
11 C -2.74 1.27 0.99
12 C -3.84 2.04 0.60
13 C -3.66 3.28 0.02
14 C -2.37 3.76 -0.22
15 C -1.28 3.12 0.31
16 C -1.39 1.87 0.99
17 H -4.69 -4.10 1.51
18 H -3.08 -5.85 0.83
19 H -0.76 -5.28 0.29
20 H -0.03 -2.89 0.26
21 H -4.83 1.62 0.70
22 H -4.52 3.86 -0.29
23 H -2.24 4.69 -0.76
24 H -0.30 3.59 0.30
25 N 5.51 4.49 -1.43
26 C 4.66 3.72 -1.37
27 C 3.61 2.81 -1.24
28 C 2.44 2.90 -2.02
29 C 1.39 2.05 -1.78
30 N 1.42 1.10 -0.82
31 C 2.58 0.94 -0.13
32 C 3.66 1.75 -0.30
33 H 2.38 3.64 -2.81
34 H 0.49 2.11 -2.37
35 H 2.61 0.10 0.56
36 H 4.57 1.59 0.26
37 C 2.52 -1.34 5.08
38 N 1.62 -0.45 4.39
39 C 1.08 0.63 4.98
40 C 0.26 1.46 4.30
41 C -0.01 1.14 2.94
42 O -0.80 1.98 2.31
43 N 0.55 0.10 2.36
44 C 1.40 -0.73 3.02
45 O 1.96 -1.66 2.49
46 H 2.59 -1.05 6.13
47 H 3.51 -1.29 4.62
48 H 2.17 -2.37 5.00
49 H 1.34 0.80 6.01
50 H -0.19 2.33 4.75

=====

# 5
A molecular structure, C24H18AuClN3 in a non-equilibrium geometry. Source: the OMol25 dataset; level of theory: wB97M-V/def2-TZVPD.

As for the net charge: -1. As for the orbital gap (spin up / spin down): 5.82 / 7.67 eV. For the LUMO energy (spin up / spin down), the calculation gives 2.54 / 2.53 eV. The value obtained for the energy above the lowest of the compared OMol25 structures with the same formula, charge and spin is 0.0 kJ/mol. The spin multiplicity is 3.

Element x y z (Å)
1 Au -2.23 1.63 -0.99
2 C 2.14 -2.97 -0.36
3 C 0.88 -3.56 -0.14
4 C -0.28 -2.98 -0.61
5 C -0.21 -1.82 -1.40
6 C 1.06 -1.33 -1.81
7 C 2.20 -1.87 -1.24
8 N -1.30 -1.13 -2.01
9 N -2.44 -1.60 -1.81
10 C -3.47 -0.86 -2.36
11 C -4.41 -1.60 -3.05
12 C -5.55 -0.95 -3.54
13 C -5.64 0.43 -3.49
14 C -4.57 1.14 -2.94
15 C -3.50 0.57 -2.26
16 H 3.05 -3.24 0.14
17 H 0.94 -4.44 0.53
18 H -1.30 -3.49 -0.44
19 H 1.07 -0.51 -2.50
20 H 3.22 -1.46 -1.44
21 H -4.26 -2.67 -3.06
22 H -6.22 -1.51 -4.10
23 H -6.33 1.04 -4.07
24 H -4.68 2.27 -2.99
25 C -1.42 2.21 0.73
26 C -0.72 1.56 1.75
27 C 0.31 0.56 1.54
28 C 0.80 -0.25 2.61
29 C 0.32 -0.12 3.94
30 C -0.62 0.92 4.19
31 C -1.07 1.72 3.14
32 H 0.69 0.45 0.51
33 H 1.62 -1.04 2.45
34 H 0.67 -0.66 4.78
35 H -1.03 1.18 5.11
36 H -1.79 2.42 3.44
37 Cl 3.48 3.47 -1.43
38 C 3.82 2.54 0.00
39 C 2.98 2.56 1.10
40 C 3.32 1.78 2.18
41 C 4.63 1.24 2.23
42 N 5.50 1.26 1.20
43 C 5.05 1.83 0.06
44 H 2.02 3.05 0.98
45 H 2.62 1.63 3.01
46 H 4.89 0.78 3.18
47 H 5.77 1.81 -0.77

=====

# 6
A molecular structure, C24H18BrN3O4Se3SnTe. Source: the OMol25 dataset; level of theory: wB97M-V/def2-TZVPD.

As for the net charge: 0. As for the orbital gap: 6.82 eV. For the LUMO energy, the calculation gives -0.67 eV. The value obtained for the energy above the lowest of the compared OMol25 structures with the same formula, charge and spin is 0.0 kJ/mol. The spin multiplicity is 1.

Element x y z (Å)
1 Sn -0.48 0.28 0.16
2 Se 1.39 1.11 1.97
3 Se 0.14 2.06 3.65
4 Te -1.36 3.64 2.37
5 Se -0.37 4.03 0.28
6 C -6.89 4.07 3.56
7 O -6.62 2.91 4.33
8 C -5.50 2.21 4.05
9 C -5.28 1.07 4.84
10 C -4.16 0.31 4.61
11 C -3.24 0.61 3.59
12 C -2.12 -0.33 3.35
13 C -1.58 -1.13 4.51
14 O -1.67 -0.53 2.23
15 C -3.48 1.75 2.82
16 O -2.62 2.15 1.84
17 C -4.60 2.55 3.06
18 H -7.82 4.48 3.94
19 H -7.01 3.82 2.50
20 H -6.09 4.81 3.67
21 H -5.99 0.82 5.61
22 H -4.00 -0.57 5.22
23 H -1.62 -0.58 5.45
24 H -0.55 -1.40 4.27
25 H -2.16 -2.05 4.61
26 H -4.74 3.42 2.43
27 Br 1.06 -0.75 -7.54
28 C 2.36 -1.34 -6.30
29 C 2.04 -2.36 -5.41
30 C 2.99 -2.78 -4.49
31 C 4.25 -2.19 -4.47
32 C 4.57 -1.22 -5.41
33 C 3.63 -0.77 -6.31
34 N 5.31 -2.63 -3.60
35 N 5.16 -2.78 -2.39
36 C 3.93 -2.42 -1.73
37 C 3.31 -3.39 -0.99
38 C 2.08 -3.16 -0.35
39 C 1.47 -1.92 -0.39
40 O 0.33 -1.66 0.19
41 C 2.17 -0.88 -1.10
42 N 1.58 0.35 -1.08
43 C 2.17 1.37 -1.65
44 C 3.41 1.24 -2.30
45 C 4.02 0.02 -2.34
46 C 3.39 -1.10 -1.75
47 H 1.06 -2.81 -5.43
48 H 2.74 -3.56 -3.78
49 H 5.58 -0.81 -5.41
50 H 3.87 0.00 -7.03
51 H 3.77 -4.36 -0.93
52 H 1.60 -3.95 0.21
53 H 1.66 2.33 -1.59
54 H 3.88 2.12 -2.73
55 H 4.99 -0.09 -2.81

=====

# 7
A molecular structure, C24H18ClFINO6Sn. Source: the OMol25 dataset; level of theory: wB97M-V/def2-TZVPD.

As for the net charge: 0. As for the orbital gap: 7.48 eV. For the LUMO energy, the calculation gives -0.66 eV. The value obtained for the energy above the lowest of the compared OMol25 structures with the same formula, charge and spin is 9.8 kJ/mol. The spin multiplicity is 1.

Element x y z (Å)
1 Sn -0.15 2.06 1.44
2 O 3.07 0.12 1.26
3 C 1.94 -0.33 1.24
4 O 0.88 0.28 1.71
5 C 1.70 -1.74 0.71
6 C 0.26 -2.25 0.83
7 C 0.22 -3.76 0.57
8 C 0.34 -3.81 -0.97
9 C 0.51 -2.33 -1.29
10 O -0.36 -1.71 -0.35
11 C 1.92 -1.87 -0.83
12 C 2.37 -0.65 -1.60
13 O 3.25 -0.67 -2.42
14 O 1.63 0.44 -1.32
15 H 2.40 -2.38 1.23
16 H -0.27 -1.90 1.71
17 H -0.73 -4.19 0.91
18 H 1.03 -4.28 1.08
19 H -0.57 -4.18 -1.43
20 H 1.17 -4.42 -1.33
21 H 0.24 -2.02 -2.30
22 H 2.67 -2.63 -1.06
23 Cl -5.02 -2.74 -0.44
24 C -3.87 -1.44 -0.42
25 C -3.44 -0.89 -1.59
26 C -2.50 0.16 -1.60
27 I -1.81 0.89 -3.41
28 C -1.96 0.66 -0.43
29 O -1.05 1.60 -0.38
30 C -2.44 0.09 0.79
31 N -1.90 0.59 1.93
32 C -2.25 0.11 3.10
33 C -3.19 -0.93 3.22
34 C -3.75 -1.46 2.09
35 C -3.38 -0.96 0.82
36 H -3.83 -1.27 -2.53
37 H -1.78 0.54 3.97
38 H -3.46 -1.29 4.20
39 H -4.47 -2.26 2.15
40 F 1.85 6.19 1.24
41 C 1.86 5.09 0.46
42 C 0.92 4.97 -0.54
43 C 0.93 3.83 -1.33
44 C 1.88 2.83 -1.12
45 C 1.94 1.64 -2.04
46 C 2.81 2.98 -0.09
47 C 2.80 4.11 0.71
48 H 0.19 5.76 -0.70
49 H 0.19 3.71 -2.11
50 H 2.94 1.53 -2.47
51 H 1.22 1.74 -2.85
52 H 3.53 2.19 0.10
53 H 3.51 4.23 1.52

=====

# 8
C24H18ClN3O3S2 in the gas phase in a non-equilibrium geometry. Source: the OMol25 dataset; level of theory: wB97M-V/def2-TZVPD.

As for the net charge: 0. As for the orbital gap: 8.52 eV. For the LUMO energy, the calculation gives 0.49 eV. The SMILES is Cc1ccc(OCc2nnc(SCC(=O)N3c4ccccc4Sc4ccc(Cl)cc43)o2)cc1. The spin multiplicity is 1.

Element x y z (Å)
1 C -2.62 3.86 2.08
2 C -1.16 3.48 2.08
3 C -0.50 3.16 0.91
4 C 0.84 2.81 0.90
5 C 1.54 2.78 2.10
6 C 0.89 3.10 3.28
7 C -0.44 3.45 3.27
8 H -0.94 3.70 4.20
9 H 1.45 3.08 4.20
10 O 2.87 2.45 2.22
11 C 3.53 1.90 1.11
12 C 2.95 0.59 0.70
13 N 2.95 0.06 -0.48
14 N 2.36 -1.15 -0.38
15 C 2.03 -1.29 0.87
16 S 1.22 -2.61 1.62
17 C 1.24 -3.82 0.26
18 H 0.56 -4.60 0.59
19 C 0.91 -3.37 -1.16
20 O 1.56 -3.83 -2.07
21 N -0.13 -2.50 -1.35
22 C -0.99 -2.02 -0.34
23 C -1.72 -2.90 0.45
24 C -2.51 -2.43 1.48
25 C -2.60 -1.07 1.72
26 C -1.94 -0.18 0.90
27 C -1.15 -0.65 -0.15
28 S -0.39 0.50 -1.25
29 C -0.38 -0.49 -2.71
30 C -0.47 0.13 -3.94
31 C -0.47 -0.63 -5.10
32 C -0.39 -2.01 -5.01
33 C -0.30 -2.64 -3.78
34 C -0.27 -1.88 -2.62
35 H -0.22 -3.71 -3.72
36 Cl -0.41 -2.96 -6.44
37 H -0.53 -0.15 -6.07
38 H -0.54 1.20 -3.99
39 H -2.02 0.89 1.05
40 H -3.20 -0.70 2.54
41 H -3.06 -3.13 2.09
42 H -1.65 -3.96 0.25
43 H 2.25 -4.24 0.21
44 O 2.38 -0.22 1.62
45 H 3.54 2.57 0.24
46 H 4.56 1.75 1.44
47 H 1.31 2.56 -0.03
48 H -1.03 3.19 -0.04
49 H -3.16 3.29 2.83
50 H -3.06 3.69 1.10
51 H -2.73 4.92 2.32

=====

# 9
A molecular structure, C24H18MnN4O2S. Source: the OMol25 dataset; level of theory: wB97M-V/def2-TZVPD.

As for the net charge: +2. As for the orbital gap (spin up / spin down): 6.56 / 7.17 eV. For the LUMO energy (spin up / spin down), the calculation gives -8.19 / -7.61 eV. The spin multiplicity is 4.

Element x y z (Å)
1 Mn -0.37 0.41 0.03
2 C -0.43 -2.96 -2.52
3 C 0.52 -3.77 -1.92
4 C 1.17 -3.34 -0.77
5 C 0.86 -2.11 -0.24
6 N -0.08 -1.33 -0.83
7 C -0.70 -1.74 -1.95
8 C 1.46 -1.49 0.95
9 C 2.44 -2.07 1.74
10 C 2.89 -1.40 2.88
11 C 2.38 -0.16 3.23
12 C 1.40 0.45 2.44
13 C 0.97 -0.23 1.32
14 H -0.95 -3.26 -3.42
15 H 0.76 -4.74 -2.35
16 H 1.92 -3.96 -0.30
17 H -1.43 -1.06 -2.38
18 H 2.85 -3.04 1.49
19 H 3.65 -1.85 3.49
20 H 2.74 0.35 4.11
21 H 1.00 1.42 2.70
22 O -0.32 2.21 0.63
23 N 0.13 3.10 -0.21
24 N 0.50 2.58 -1.29
25 O 0.31 1.26 -1.47
26 C 1.08 3.34 -2.36
27 C 1.28 2.71 -3.58
28 C 1.84 3.45 -4.61
29 C 2.19 4.78 -4.42
30 C 1.98 5.38 -3.18
31 C 1.43 4.66 -2.14
32 H 1.01 1.68 -3.73
33 H 2.00 2.98 -5.57
34 H 2.62 5.34 -5.23
35 H 2.26 6.41 -3.03
36 H 1.27 5.12 -1.17
37 S -4.52 0.47 1.42
38 C -3.05 0.81 0.68
39 N -2.05 0.01 0.99
40 C -2.45 -0.98 1.91
41 C -1.67 -1.99 2.46
42 C -2.27 -2.86 3.35
43 C -3.63 -2.75 3.68
44 C -4.41 -1.75 3.14
45 C -3.80 -0.87 2.25
46 H -2.95 1.65 0.01
47 H -0.62 -2.08 2.23
48 H -1.68 -3.65 3.79
49 H -4.07 -3.45 4.38
50 H -5.45 -1.65 3.39